Below is a molecular structure, C21H25F9FeN3O4S3, with properties calculated with ωB97M-V with the def2-TZVPD basis set.

CARTESIAN COORDINATES (ANGSTROEM)
Fe: 0.40 -0.33 0.25
F: 5.70 -3.63 -1.38
C: 4.40 -3.43 -1.10
F: 3.70 -4.01 -2.09
F: 4.14 -4.12 0.03
C: 4.08 -1.97 -0.96
C: 5.09 -1.03 -1.05
C: 4.78 0.32 -0.91
C: 3.46 0.67 -0.70
N: 2.48 -0.22 -0.63
C: 2.76 -1.54 -0.74
S: 1.37 -2.53 -0.53
H: 6.11 -1.35 -1.22
H: 5.54 1.08 -0.97
H: 3.17 1.71 -0.61
F: 0.26 3.37 2.52
C: 0.96 4.06 1.62
F: 2.25 3.96 1.92
F: 0.59 5.33 1.67
S: 0.70 3.38 -0.08
O: 0.94 1.96 0.06
O: 1.62 4.09 -0.90
N: -0.78 3.79 -0.39
S: -1.96 2.81 -0.63
O: -2.75 3.16 -1.78
O: -1.59 1.41 -0.53
C: -3.08 3.11 0.81
F: -2.44 2.89 1.96
F: -4.13 2.30 0.73
F: -3.50 4.37 0.78
C: -0.78 0.40 3.68
C: 0.34 -0.62 3.46
C: 1.26 -0.64 4.68
C: 1.12 -0.33 2.19
H: -1.33 0.18 4.60
H: -1.49 0.42 2.85
H: -0.36 1.40 3.78
H: -0.10 -1.62 3.37
H: 1.74 0.33 4.82
H: 2.06 -1.38 4.55
H: 0.72 -0.88 5.59
H: 1.93 -1.06 2.06
H: 1.58 0.66 2.24
C: -3.17 0.05 -3.31
N: -1.75 0.02 -2.90
C: -0.88 0.71 -3.87
C: -1.27 -1.38 -2.59
C: -1.89 -1.87 -1.31
C: -2.95 -2.76 -1.41
C: -3.58 -3.24 -0.27
C: -3.12 -2.82 0.96
C: -2.05 -1.93 1.05
C: -1.39 -1.42 -0.07
H: -3.48 1.09 -3.39
H: -3.76 -0.46 -2.56
H: -3.27 -0.45 -4.27
H: -1.70 0.53 -2.00
H: -0.88 0.15 -4.81
H: 0.13 0.75 -3.47
H: -1.26 1.72 -4.04
H: -0.19 -1.32 -2.49
H: -1.51 -1.99 -3.46
H: -3.29 -3.09 -2.39
H: -4.40 -3.94 -0.35
H: -3.58 -3.18 1.87
H: -1.71 -1.66 2.04

Properties
- Frontier orbital gap (alpha / beta): 8.261 / 7.490 eV
- ΔE to the lowest compared entry with this formula, charge and spin: 1.022 eV
- Spin multiplicity: 6
- ⟨S²⟩: 8.763
- Strongest force on any atom: 0.574 eV Å⁻¹
- E_LUMO (alpha / beta): 0.22 / -0.74 eV

Below is 2 unconnected molecules or ions with the total composition C4H14NOS2 in a non-equilibrium geometry, with properties calculated with ωB97M-V with the def2-TZVPD basis set.

CARTESIAN COORDINATES (ANGSTROEM)
N: 0.44 -2.67 -1.28
C: -0.99 -2.19 -1.05
C: -0.91 -1.18 0.09
S: -0.32 0.39 -0.68
S: 0.52 1.38 0.91
C: -0.82 1.81 2.07
C: -1.39 3.19 1.87
H: 0.83 -2.06 -1.99
H: 1.04 -2.65 -0.46
H: 0.61 -3.55 -1.77
H: -1.56 -3.02 -0.61
H: -1.28 -1.71 -1.98
H: -0.28 -1.45 0.94
H: -1.94 -0.99 0.41
H: -1.64 1.08 2.05
H: -0.43 1.75 3.09
H: -1.81 3.42 0.88
H: -0.66 3.95 2.15
H: -2.28 3.29 2.52
H: 3.53 -1.96 -1.08
H: 2.90 -1.19 -2.28
O: 2.71 -1.72 -1.49

Properties
- Frontier orbital gap: 8.502 eV
- ΔE to the lowest compared entry with this formula, charge and spin: 0.831 eV
- Strongest force on any atom: 2.414 eV Å⁻¹
- E_LUMO: -3.33 eV
- Charge: +1

Below is a molecular structure, C8H13BeNP in a non-equilibrium geometry, with properties calculated with ωB97M-V with the def2-TZVPD basis set.

CARTESIAN COORDINATES (ANGSTROEM)
C: 0.36 0.71 -2.67
C: 0.11 0.00 -3.81
C: -0.20 -1.37 -3.85
C: -0.33 -2.21 -2.71
C: -0.18 -1.77 -1.44
Be: 0.12 -0.13 -1.19
P: 0.11 2.24 -0.45
H: 0.65 1.75 -2.86
H: 0.15 0.46 -4.81
H: -0.39 -1.82 -4.82
H: -0.27 -2.45 -0.58
H: -0.55 -3.26 -2.97
H: -1.01 2.63 0.34
H: 0.23 3.40 -1.25
H: 1.21 2.48 0.42
C: -0.55 -0.38 4.48
C: 0.48 0.25 3.51
C: 0.27 0.00 2.08
N: 0.18 -0.16 0.92
H: -1.55 0.05 4.33
H: -0.25 -0.18 5.53
H: -0.58 -1.47 4.35
H: 0.49 1.35 3.66
H: 1.48 -0.11 3.78

Properties
- Frontier orbital gap (alpha / beta): 3.607 / 3.606 eV
- ΔE to the lowest compared entry with this formula, charge and spin: 0.838 eV
- Strongest force on any atom: 2.832 eV Å⁻¹
- E_LUMO (alpha / beta): 2.53 / 2.53 eV
- Charge: -1

Below is 2 unconnected molecules or ions with the total composition C3H12N3O in a non-equilibrium geometry, with properties calculated with ωB97M-V with the def2-TZVPD basis set.

CARTESIAN COORDINATES (ANGSTROEM)
N: 0.07 1.51 1.79
C: -1.16 0.62 1.94
N: -0.94 -0.80 1.84
H: 0.51 1.59 2.70
H: -0.39 2.45 1.63
H: -1.64 0.89 2.89
H: -1.85 0.95 1.14
H: -0.66 -1.09 0.91
H: -0.21 -1.13 2.46
O: 0.73 -1.80 -2.02
C: 0.07 -0.81 -2.33
C: 0.12 0.47 -1.49
N: 1.07 0.28 -0.41
H: -0.49 -0.79 -3.26
H: 0.32 1.42 -2.02
H: -0.89 0.54 -1.07
H: 0.60 0.67 0.48
H: 1.48 -0.71 -0.52
H: 1.84 0.94 -0.47

Properties
- Frontier orbital gap: 10.371 eV
- ΔE to the lowest compared entry with this formula, charge and spin: 2.618 eV
- Strongest force on any atom: 2.507 eV Å⁻¹
- E_LUMO: -3.53 eV
- Charge: +1

Below is a single C23H22N4O3S2 molecule in a non-equilibrium geometry, with properties calculated with ωB97M-V with the def2-TZVPD basis set.

CARTESIAN COORDINATES (ANGSTROEM)
C: -4.47 -1.48 0.54
C: -5.08 -2.66 0.25
S: -3.95 -3.95 0.07
C: -2.62 -2.88 0.38
C: -3.07 -1.61 0.62
H: -2.42 -0.79 0.89
C: -1.26 -3.37 0.42
C: -0.91 -4.53 1.05
S: 0.80 -4.82 1.09
C: 1.09 -3.34 0.24
N: 2.30 -2.89 -0.06
C: 2.34 -1.74 -0.71
N: 1.28 -1.08 -1.17
C: 0.06 -1.55 -0.92
N: -0.98 -0.97 -1.55
H: -1.90 -1.29 -1.29
C: -0.91 0.34 -2.17
C: -1.54 1.36 -1.26
C: -0.76 2.22 -0.50
C: -1.32 3.11 0.41
C: -2.68 3.10 0.55
C: -3.48 2.23 -0.20
C: -2.93 1.36 -1.11
H: -3.56 0.70 -1.69
O: -4.79 2.41 0.14
C: -4.80 3.43 1.11
O: -3.48 3.85 1.37
H: -5.40 4.28 0.75
H: -5.26 3.04 2.04
H: -0.71 3.78 0.99
H: 0.31 2.20 -0.63
H: 0.14 0.56 -2.34
H: -1.44 0.30 -3.13
C: -0.11 -2.68 -0.09
C: 3.69 -1.15 -0.96
N: 4.00 -0.14 0.03
C: 3.21 1.07 -0.14
C: 3.52 2.03 1.01
H: 2.98 2.97 0.88
O: 4.88 2.36 1.05
C: 5.67 1.20 1.18
C: 5.41 0.21 0.04
H: 6.00 -0.69 0.20
H: 5.72 0.68 -0.91
H: 6.71 1.53 1.19
H: 5.43 0.70 2.14
H: 3.22 1.56 1.96
H: 2.16 0.80 -0.13
H: 3.44 1.56 -1.10
H: 3.72 -0.74 -1.99
H: 4.43 -1.95 -0.87
H: -1.57 -5.23 1.52
H: -6.13 -2.86 0.13
H: -5.00 -0.56 0.69

Properties
- Structure (SMILES): c1csc(-c2csc3nc(CN4CCOCC4)nc(NCc4ccc5c(c4)OCO5)c23)c1
- Frontier orbital gap: 8.397 eV
- ΔE to the lowest compared entry with this formula, charge and spin: 1.326 eV
- Strongest force on any atom: 1.292 eV Å⁻¹
- E_LUMO: 0.41 eV

Below is a molecular structure, C4H15O2PRu in a non-equilibrium geometry, with properties calculated with ωB97M-V with the def2-TZVPD basis set.

CARTESIAN COORDINATES (ANGSTROEM)
Ru: 0.25 0.19 -0.15
H: 0.99 2.88 0.22
H: 1.00 2.81 -0.54
P: -0.25 -0.26 -2.26
C: 1.04 -1.18 -3.21
H: 0.72 -1.31 -4.26
H: 1.98 -0.62 -3.18
H: 1.18 -2.17 -2.75
C: -1.80 -1.12 -2.75
H: -2.65 -0.54 -2.37
H: -1.87 -1.21 -3.85
H: -1.81 -2.12 -2.29
C: -0.34 1.31 -3.21
H: 0.62 1.83 -3.10
H: -0.56 1.11 -4.27
H: -1.15 1.92 -2.76
C: 1.98 -0.47 -0.29
O: 3.07 -0.86 -0.42
H: -1.26 0.72 -0.47
H: -0.46 -1.24 -0.04
O: 0.14 0.56 2.08
H: -0.39 -0.05 2.62
H: -0.04 1.46 2.42

Properties
- Frontier orbital gap (alpha / beta): 7.200 / 7.010 eV
- Spin multiplicity: 5
- ⟨S²⟩: 6.021
- Strongest force on any atom: 10.562 eV Å⁻¹
- E_LUMO (alpha / beta): -9.22 / -12.85 eV
- Charge: +2